1.
63
Properties=species:S:1:pos:R:3:forces:R:3:mulliken_spin:R:1 method="wB97M-V/def2-TZVPD" homo_energy_ev="-6.648 / -6.724" s2=0.7607 multiplicity=2
Ru 0.4055 0.0575 -0.0818 1.7 0.0 2.6 0.924
S 2.0771 -0.1141 1.5216 -0.2 -0.3 0.0 0.018
S 2.1089 0.6600 -1.5741 -0.4 0.0 -0.4 -0.023
S 5.0808 0.2655 1.5384 0.0 0.0 -0.1 0.000
S 5.1048 0.9337 -1.3507 0.0 0.0 0.1 0.002
O 7.2651 0.8327 0.1668 -0.1 0.0 0.0 -0.001
O -0.3675 0.4239 -2.7541 -0.3 -0.1 -0.7 -0.005
O -2.1748 3.2571 0.2552 -0.1 0.0 0.0 -0.001
O -0.5559 -1.1608 1.9413 -0.2 -0.1 0.0 0.003
N -1.6160 -1.1501 -0.6394 -0.3 0.3 -0.2 0.019
N -1.1173 1.6507 -1.0136 0.2 -0.1 -0.7 0.036
N 0.4803 2.1098 1.0757 -0.2 0.1 -0.5 0.016
N 0.9109 -1.9811 -0.5534 0.0 0.2 -1.0 -0.014
N -0.7588 0.4529 3.4957 0.0 0.0 0.0 -0.001
C -0.9625 1.4101 -2.3473 -0.1 -0.1 0.2 -0.006
C -3.9188 -1.4214 -1.1988 0.0 0.0 0.1 0.004
C 0.3166 -4.0243 -1.7243 0.0 0.0 0.0 -0.005
C 1.5059 4.2620 1.2087 0.0 0.0 0.0 -0.004
C -0.0057 -2.7885 -1.1555 0.0 0.0 0.2 0.050
C -2.0008 -4.4197 -2.3223 0.0 0.0 0.0 0.000
C -0.3847 -0.7815 3.0979 -0.2 0.1 -0.1 0.006
C -1.3165 1.4264 2.5665 0.1 -0.1 0.0 0.000
C 2.5790 -3.6152 -1.1007 0.0 0.0 0.1 -0.006
C -0.2975 2.4323 2.1125 0.0 0.0 -0.1 0.000
C 1.3477 3.0199 0.6234 0.0 0.0 0.1 -0.003
C -1.3695 -2.3510 -1.1789 0.1 0.1 0.0 -0.040
C -0.1869 3.6535 2.7594 0.1 0.0 0.1 -0.001
C -2.3613 -3.1530 -1.7521 0.0 0.0 0.0 0.004
C -1.5986 2.4904 -3.2011 0.0 0.1 0.0 -0.002
C 1.6582 -4.4290 -1.6941 0.0 -0.1 -0.1 0.003
C 6.0737 0.7062 0.1265 0.1 0.0 0.0 -0.001
C 3.5521 0.2859 0.6855 0.1 0.1 0.4 -0.014
C -2.2981 3.3682 -2.1695 0.0 0.0 0.0 0.006
C -2.8510 -0.6967 -0.6519 0.0 -0.1 0.1 -0.005
C -1.8602 2.7850 -0.8265 0.1 -0.2 0.2 0.003
C -0.7186 -4.8318 -2.3107 0.0 0.0 0.0 0.000
C 0.7312 4.5823 2.3093 0.0 0.0 0.0 -0.001
C 3.5586 0.5906 -0.6104 -0.1 0.2 -0.3 0.026
C -3.6726 -2.6519 -1.7484 0.0 0.0 0.0 -0.001
C 2.1673 -2.4026 -0.5378 -0.1 0.0 0.0 -0.007
C 0.2080 -1.6741 4.1537 0.0 0.0 0.0 0.000
H -2.0304 4.4230 -2.2108 0.0 0.0 0.0 0.001
H -0.4379 -5.7815 -2.7497 0.0 0.0 0.0 0.000
H -4.4711 -3.2406 -2.1842 0.0 0.0 0.0 0.000
H -0.8042 3.0105 -3.7372 0.0 0.0 0.0 0.000
H 2.8852 -1.7669 -0.0520 0.1 0.0 -0.1 0.014
H 1.9295 2.7278 -0.2409 0.0 0.0 0.0 0.001
H -2.1594 1.9336 3.0319 0.0 0.0 0.0 -0.001
H -0.4550 0.7698 4.4007 0.0 0.0 0.0 0.000
H -4.9147 -1.0005 -1.1807 0.0 0.0 0.0 0.001
H -2.7772 -5.0273 -2.7702 0.0 0.0 0.0 0.000
H 3.6245 -3.8845 -1.0483 0.0 0.0 0.0 0.000
H 0.8274 5.5439 2.7968 0.0 0.0 0.0 0.000
H -2.2596 2.0437 -3.9424 0.0 0.0 0.0 0.000
H -0.5723 -2.0053 4.8406 0.0 0.0 0.0 0.000
H -3.0106 0.2783 -0.2096 0.0 0.0 0.0 0.002
H 0.6539 -2.5369 3.6688 0.0 0.0 0.0 0.001
H -0.8433 3.8761 3.5913 0.0 0.0 0.0 0.000
H -1.6803 0.8834 1.7001 -0.1 0.0 0.0 0.001
H 1.9440 -5.3748 -2.1388 0.0 0.0 0.0 0.000
H 2.2244 4.9583 0.7985 0.0 0.0 0.0 0.000
H -3.3857 3.3049 -2.2261 0.0 0.0 0.0 0.000
H 0.9747 -1.1448 4.7217 0.0 0.0 0.0 0.000



2.
62
Properties=species:S:1:pos:R:3:forces:R:3:mulliken_spin:R:1 method="wB97M-V/def2-TZVPD" homo_energy_ev="-7.114 / -7.281" s2=0.7581 multiplicity=2
Ru 0.5103 0.2184 1.0287 -0.6 -0.5 -0.1 0.720
Se 0.6262 -2.1541 0.0740 0.0 0.3 -0.6 0.035
Se -2.1764 -0.5026 0.8449 0.0 0.0 0.2 -0.005
S 2.6135 0.5672 0.3614 0.1 0.3 0.3 0.174
P -1.3481 -1.7086 -0.7338 0.2 -0.1 0.3 0.010
O -0.2383 1.4699 -0.4295 0.2 -0.2 -0.2 0.000
O -0.5697 2.9224 -2.0274 0.0 0.0 0.0 -0.002
N -1.3133 3.3589 3.5849 0.0 0.0 0.0 -0.001
N -0.1436 1.5660 2.5531 0.4 0.1 -0.2 0.000
N 0.2438 2.0586 4.8308 0.0 -0.1 0.0 0.003
N -1.6840 2.8391 1.3895 0.2 0.1 -0.2 0.004
N -0.8927 3.8013 5.7836 0.0 0.0 0.0 0.002
N 1.4089 -0.5981 2.7427 0.0 0.0 -0.1 -0.010
C 2.2365 -1.6439 2.7946 0.1 -0.2 0.0 -0.002
C -0.6510 3.0598 4.6910 0.0 0.1 0.0 -0.001
C -2.2752 -3.2215 -1.0949 0.0 0.1 0.1 0.000
C -2.0148 0.1441 -2.7015 0.0 0.1 -0.1 -0.001
C -3.7572 -5.4953 -1.6570 0.0 0.0 0.0 0.000
C -0.1679 -0.8707 -4.5192 0.0 0.0 0.0 0.002
C 1.9884 3.0330 -2.8544 0.0 0.0 0.0 -0.014
C 1.6694 2.2502 -1.7396 0.1 0.0 -0.1 0.042
C 0.2028 2.2069 -1.4041 -0.1 0.1 0.2 -0.005
C 1.3456 0.1876 3.8285 -0.1 0.2 0.1 0.025
C 2.7137 1.6393 -1.0340 -0.1 -0.1 0.0 -0.023
C -3.4715 -3.1152 -1.8029 0.0 0.0 0.0 -0.001
C -1.1956 -0.9173 -2.3501 0.0 0.0 0.0 0.003
C -1.9140 0.6941 -3.9736 0.0 0.0 0.1 0.000
C -1.8250 -4.4638 -0.6679 0.0 0.0 0.0 0.002
C 4.0315 1.8389 -1.4669 0.0 0.0 0.0 0.024
C -0.2676 -1.4285 -3.2583 0.0 0.0 0.0 -0.001
C -4.2128 -4.2518 -2.0771 0.0 0.0 0.0 0.000
C 2.9190 -1.1434 5.0292 -0.1 0.0 -0.1 -0.004
C 4.3212 2.6115 -2.5715 0.0 0.0 0.0 -0.018
C -2.5657 -5.6018 -0.9567 0.0 0.0 0.0 0.001
C 3.2882 3.2149 -3.2787 0.0 0.0 0.0 0.030
C 0.4378 1.3543 3.7400 -0.2 0.0 0.0 -0.003
C -1.0405 2.6060 2.5164 0.0 -0.2 0.0 0.009
C -0.9955 0.1897 -4.8767 0.0 0.0 0.0 -0.001
C 2.0701 -0.0514 4.9809 0.0 0.0 0.1 0.003
C 2.9997 -1.9501 3.9086 0.0 0.0 0.0 0.004
H -2.2807 3.6470 1.3626 0.0 0.0 0.0 0.000
H -1.5248 4.5774 5.7178 0.0 0.0 0.0 0.000
H -0.3866 3.6145 6.6287 0.0 0.0 0.0 0.000
H -1.3794 2.3706 0.5227 -0.1 0.0 0.1 0.001
H 0.3838 -2.2432 -2.9662 0.0 0.0 0.0 -0.004
H 4.8295 1.3627 -0.9108 0.0 0.0 0.0 0.003
H 1.9503 0.6331 5.8068 0.0 0.0 0.0 0.000
H 3.5070 -1.3507 5.9126 0.0 0.0 0.0 0.000
H 2.3113 -2.2660 1.9162 -0.1 0.1 0.0 -0.001
H 3.4960 3.8257 -4.1473 0.0 0.0 0.0 0.002
H 5.3508 2.7430 -2.8791 0.0 0.0 0.0 -0.001
H -4.3343 -6.3837 -1.8787 0.0 0.0 0.0 0.000
H 3.6477 -2.8140 3.8725 0.0 0.0 0.0 0.000
H 1.1629 3.4983 -3.3739 0.0 0.0 0.0 0.000
H -5.1430 -4.1691 -2.6235 0.0 0.0 0.0 0.000
H -3.8148 -2.1456 -2.1435 0.0 0.0 0.0 0.001
H 0.5608 -1.2538 -5.2215 0.0 0.0 0.0 0.000
H -2.5284 1.5448 -4.2330 0.0 0.0 0.0 0.000
H -2.6936 0.5675 -1.9724 0.0 0.0 0.0 0.000
H -2.2126 -6.5714 -0.6308 0.0 0.0 0.0 0.000
H -0.9065 0.6350 -5.8594 0.0 0.0 0.0 0.000
H -0.9013 -4.5362 -0.1073 0.0 0.0 0.0 -0.003



3.
61
Properties=species:S:1:pos:R:3:forces:R:3:nbo_charge:R:1 method="wB97M-V/def2-TZVPD" homo_energy_ev="-15.546 / -15.545" multiplicity=1 charge=+3
Te 4.2206 0.7244 -0.3418 -0.1 0.0 -0.1 0.747
Pd -0.0677 -0.3605 -0.6477 -0.3 -0.1 -0.7 1.045
S 6.9282 0.5624 1.4936 0.0 0.0 0.1 0.637
S 2.1152 -4.3124 -1.3203 0.0 -0.1 0.0 0.616
O 1.4360 1.1168 -1.6540 0.0 -0.2 0.4 -0.779
N 0.7645 -2.1841 -1.0784 0.0 -0.2 0.2 -0.452
N -1.1008 1.2506 -0.2223 -0.3 0.3 0.2 -0.398
N 1.4309 3.2860 -2.2872 0.0 0.0 0.0 -0.803
N -1.8249 -1.5633 -0.7981 0.0 0.1 0.1 -0.513
N -2.6259 -3.6186 -0.9385 0.0 0.1 0.0 -0.479
N 0.8207 1.6348 -3.7726 -0.1 0.0 0.0 -0.807
N 0.2244 -0.1842 1.6510 0.3 0.0 0.3 -0.520
C -2.7657 3.3489 0.4632 0.0 0.0 0.0 -0.074
C -3.7231 -2.7869 -0.7544 0.0 -0.1 0.0 0.091
C -2.3811 2.8272 2.8778 0.0 0.0 -0.1 -0.172
C 8.4216 0.3213 0.8034 0.0 0.0 -0.1 -0.223
C -1.7632 2.0819 3.8163 0.1 -0.1 0.0 -0.140
C 1.2394 1.9803 -2.5413 0.0 -0.1 -0.2 0.796
C -3.2118 -1.4899 -0.6583 0.1 0.0 0.0 0.146
C 8.3935 0.1491 -0.6009 0.0 0.0 0.0 -0.238
C 1.9875 -2.6339 -1.2028 0.0 0.2 -0.1 -0.141
C -1.3131 1.5422 1.0922 0.0 0.0 0.0 0.147
C -1.5331 -2.8378 -0.9484 0.1 -0.1 0.0 0.370
C 0.4232 -4.4596 -1.1916 0.0 0.0 0.0 -0.386
C 7.1241 0.2152 -1.0933 -0.1 0.0 0.1 -0.136
C -0.1282 0.2632 4.3733 0.0 0.0 0.0 -0.092
C -5.0823 -3.0706 -0.6594 0.0 0.0 0.0 -0.201
C -2.1622 2.5835 1.4771 0.0 0.1 0.1 -0.067
C -5.9182 -1.9964 -0.4599 0.0 0.1 0.0 -0.170
C 6.1311 0.4470 -0.0707 0.3 0.0 -0.1 -0.637
C -1.6847 1.9774 -1.1630 0.0 0.1 0.0 0.075
C -4.0736 -0.4109 -0.4529 0.0 0.0 0.0 -0.190
C -0.1427 -3.2321 -1.0787 0.0 0.0 0.0 0.067
C 0.7441 -0.6947 3.9241 0.0 0.0 0.0 -0.235
C -2.5194 3.0516 -0.8544 0.0 0.0 0.0 -0.251
C -0.6296 0.7686 2.0906 0.1 -0.1 -0.2 0.213
C 0.8916 -0.8886 2.5433 -0.2 0.1 0.1 0.072
C -5.4192 -0.6845 -0.3559 0.0 0.0 0.0 -0.198
C -0.8478 1.0369 3.4430 0.0 0.1 0.0 -0.084
H -5.4645 -4.0795 -0.7359 0.0 0.0 0.0 0.246
H -6.9835 -2.1624 -0.3800 0.0 0.0 0.0 0.248
H 9.2852 -0.0069 -1.1904 0.0 0.0 0.0 0.283
H -3.7095 0.6022 -0.3757 0.0 0.0 0.0 0.200
H -1.4963 1.6908 -2.1892 0.0 0.0 0.0 0.232
H 1.3159 -1.2969 4.6160 0.0 0.0 0.0 0.252
H -2.9743 3.6165 -1.6555 0.0 0.0 0.0 0.261
H -1.9398 2.2644 4.8685 0.0 0.0 0.0 0.249
H 6.8592 0.1154 -2.1366 0.0 0.0 0.0 0.266
H -3.0597 3.6214 3.1609 0.0 0.0 0.0 0.250
H 1.6958 3.5665 -1.3598 0.0 0.0 0.0 0.420
H -0.0542 -5.4265 -1.2110 0.0 0.0 0.0 0.281
H 0.7752 0.6574 -4.0044 0.0 0.0 0.0 0.423
H 9.3120 0.3088 1.4212 0.0 0.0 0.0 0.290
H -2.6566 -4.6174 -1.0652 0.0 0.0 0.0 0.445
H 0.7347 2.3000 -4.5230 0.0 0.0 0.0 0.421
H -6.1165 0.1265 -0.1961 0.0 0.0 0.0 0.238
H 2.8517 -1.9921 -1.2759 0.0 0.1 0.0 0.235
H -0.2673 0.4330 5.4337 0.0 0.0 0.0 0.249
H 1.3668 3.9950 -2.9983 0.0 0.0 0.0 0.422
H -3.4206 4.1691 0.7311 0.0 0.0 0.0 0.254
H 1.5681 -1.6455 2.1635 0.0 0.0 0.0 0.201



Looking at ΔE to the lowest compared entry with this formula, charge and spin for the records above, in order, we have 50.9; 12.3; 22.2 kcal/mol.